Here is a molecular structure, C25H115F3O35Si2 at a distorted geometry from OMol25. Energies are from the ωB97M-V functional and the def2-TZVPD basis.

## Properties
* maximum force: 0.0425 Eh/bohr
* molar mass: 1089.33 g mol⁻¹
* highest occupied orbital energy: -9.52 eV
* net charge: 0
* gap between HOMO and LUMO: 0.326 Ha
* E_LUMO: -0.65 eV

XYZ file:
```
180
C25H115F3O35Si2 | OMol25 | the ωB97M-V functional and the def2-TZVPD basis
C 0.137 -6.756 -1.359
C -0.345 -7.241 -2.731
C 0.257 -6.390 -3.838
C -0.459 -5.031 -3.975
C -1.682 -5.199 -4.857
C -2.305 -3.904 -5.432
C -2.097 -2.629 -4.621
C -0.766 -1.900 -4.875
C -0.872 -0.364 -4.883
C 0.084 0.295 -3.865
C -0.469 1.669 -3.347
Si -0.905 1.885 -1.511
C -0.838 3.754 -1.230
C 0.364 4.197 -0.361
C -0.084 5.399 0.389
F -0.035 6.567 -0.278
C -0.572 5.387 1.615
F 0.035 4.940 2.674
F -1.770 5.852 1.903
O 0.186 1.145 -0.453
Si -0.335 0.772 1.115
C 1.182 0.929 2.234
C 2.433 1.203 1.388
C 3.508 1.935 2.176
C 3.896 1.217 3.467
O 3.606 1.975 4.638
C -1.643 1.927 1.810
C -3.082 1.376 1.716
C -3.523 0.738 3.041
C -4.885 1.242 3.491
C -6.059 0.582 2.757
O -5.646 -0.045 1.568
C -6.510 -1.105 1.169
H -0.684 -6.682 -0.658
H 0.880 -7.444 -0.981
H 0.578 -5.770 -1.432
H -1.424 -7.162 -2.820
H -0.111 -8.286 -2.843
H 0.107 -6.940 -4.763
H 1.325 -6.267 -3.717
H -0.691 -4.712 -2.969
H 0.253 -4.385 -4.457
H -2.416 -5.827 -4.368
H -1.346 -5.781 -5.708
H -3.369 -4.080 -5.493
H -1.977 -3.799 -6.456
H -2.882 -1.946 -4.931
H -2.260 -2.779 -3.564
H -0.091 -2.201 -4.093
H -0.324 -2.261 -5.797
H -1.881 0.002 -4.777
H -0.492 -0.052 -5.843
H 0.271 -0.348 -3.016
H 1.051 0.488 -4.301
H -1.422 1.832 -3.846
H 0.246 2.444 -3.587
H -2.248 1.340 -1.234
H -1.774 4.105 -0.816
H -0.731 4.248 -2.187
H 1.204 4.489 -0.987
H 0.723 3.423 0.308
H -0.862 -0.605 1.253
H 1.315 0.047 2.837
H 1.033 1.810 2.857
H 2.824 0.253 1.048
H 2.209 1.823 0.533
H 3.222 2.962 2.396
H 4.385 1.981 1.538
H 4.968 1.084 3.457
H 3.467 0.226 3.531
H 2.757 2.407 4.496
H -1.573 2.942 1.434
H -1.423 2.015 2.870
H -3.748 2.208 1.522
H -3.217 0.696 0.893
H -3.566 -0.345 2.952
H -2.829 0.946 3.847
H -4.999 0.968 4.535
H -4.968 2.318 3.458
H -6.754 1.378 2.489
H -6.580 -0.107 3.411
H -6.476 -1.161 0.091
H -7.516 -0.890 1.510
H -6.156 -2.025 1.609
O -3.069 -2.692 3.704
H -3.522 -3.280 3.089
H -3.146 -3.134 4.557
O 0.764 7.438 5.031
H 0.334 6.937 4.331
H 0.521 6.969 5.837
O -0.194 -1.282 4.689
H -0.277 -0.546 5.305
H -1.051 -1.320 4.242
O -1.064 6.759 -3.372
H -1.062 7.712 -3.505
H -0.928 6.635 -2.426
O 0.986 -10.178 -2.170
H 1.503 -10.913 -2.530
H 0.901 -10.384 -1.232
O 2.792 5.948 -1.034
H 2.269 6.683 -0.695
H 3.642 6.036 -0.581
O 3.199 6.327 3.329
H 2.583 5.587 3.297
H 2.673 7.052 3.689
O -0.153 -3.917 2.680
H -0.003 -3.190 3.291
H -0.894 -4.396 3.065
O 4.644 1.531 7.532
H 5.237 2.166 7.948
H 4.340 1.979 6.731
O 2.941 2.510 -2.017
H 3.080 3.285 -1.461
H 2.237 2.020 -1.567
O 5.008 5.507 1.092
H 4.954 4.548 0.996
H 4.474 5.696 1.879
O -2.175 5.519 4.904
H -3.132 5.457 4.803
H -1.871 5.846 4.052
O -2.409 -10.091 -3.207
H -2.903 -9.421 -2.724
H -1.536 -10.086 -2.789
O 3.445 8.996 5.605
H 2.508 8.794 5.503
H 3.715 9.352 4.752
O -2.147 1.791 -6.620
H -1.503 2.459 -6.358
H -1.995 1.673 -7.564
O 1.328 -11.588 -4.738
H 0.377 -11.714 -4.780
H 1.534 -11.084 -5.533
O -0.383 -2.048 -1.470
H -0.216 -1.303 -0.888
H -1.108 -2.521 -1.047
O 3.793 -10.329 -2.473
H 3.220 -9.782 -3.022
H 3.946 -9.791 -1.689
O -7.669 -2.747 3.568
H -7.190 -2.344 4.301
H -8.354 -2.106 3.353
O -4.102 3.573 -0.899
H -4.224 4.317 -0.301
H -4.907 3.564 -1.434
O -4.554 -2.401 -7.026
H -5.503 -2.555 -7.079
H -4.347 -1.918 -7.833
O 3.647 -0.390 -4.712
H 3.458 0.320 -5.335
H 3.743 0.057 -3.865
O 5.825 5.642 -2.534
H 5.968 6.349 -1.895
H 5.009 5.221 -2.241
O 8.167 5.924 1.603
H 7.227 5.729 1.502
H 8.435 6.267 0.745
O -5.894 3.450 -3.640
H -6.824 3.210 -3.709
H -5.665 3.773 -4.518
O 5.041 -1.489 7.359
H 4.923 -0.542 7.210
H 5.305 -1.551 8.282
O 1.612 1.755 7.618
H 1.702 2.316 6.842
H 2.464 1.302 7.680
O 4.270 -0.360 -0.949
H 3.879 0.420 -1.360
H 5.103 -0.053 -0.577
O 0.101 -9.992 -6.601
H -0.685 -10.226 -6.094
H -0.156 -9.188 -7.065
O -2.154 5.607 7.983
H -1.436 6.204 8.215
H -1.972 5.356 7.068
O 1.330 -6.047 4.436
H 1.007 -5.233 4.027
H 2.148 -5.789 4.872
O 7.345 3.103 -2.116
H 8.262 3.222 -2.383
H 6.915 3.938 -2.350
```

These are the Löwdin partial charges, in e, on atoms 1 to 5: atom 1 (C): -0.088, atom 2 (C): -0.262, atom 3 (C): -0.214, atom 4 (C): -0.200, atom 5 (C): -0.195


Here is a molecular structure, C25H14AuF8I2SSb at a distorted geometry from OMol25. Energies are from the ωB97M-V functional and the def2-TZVPD basis.

## Properties
* maximum force: 0.0395 Eh/bohr
* molar mass: 1070.97 g mol⁻¹
* highest occupied orbital energy: -13.89 eV
* net charge: +2
* gap between HOMO and LUMO: 0.126 Ha
* E_LUMO: -10.47 eV
* energy relative to the best compared isomer or geometry (same formula, charge and spin): 64.87 kJ/mol

XYZ file:
```
52
C25H14AuF8I2SSb | OMol25 | the ωB97M-V functional and the def2-TZVPD basis
Au 0.647 0.137 -0.339
I -0.127 3.599 -1.514
C -0.705 2.319 -3.119
I 0.052 0.280 -2.954
H -0.336 2.724 -4.057
H -1.788 2.241 -3.114
F 2.619 -5.742 2.909
C 2.291 -4.494 2.682
C 1.569 -4.157 1.521
F 1.216 -5.093 0.659
C 1.210 -2.837 1.303
F 0.444 -2.535 0.235
C 1.567 -1.807 2.191
S 1.201 -0.133 1.963
C 2.267 -2.173 3.361
F 2.566 -1.234 4.237
C 2.630 -3.493 3.606
F 3.273 -3.794 4.713
F -7.837 -2.769 3.561
C -6.727 -2.266 3.052
C -5.510 -2.542 3.672
C -4.353 -2.030 3.119
C -4.422 -1.232 1.980
C -5.638 -0.984 1.351
C -6.802 -1.486 1.900
Sb -2.578 -0.360 1.207
C -2.140 1.167 2.665
C -1.110 2.070 2.417
C -0.785 3.027 3.355
C -1.498 3.054 4.551
F -1.173 3.937 5.476
C -2.541 2.165 4.803
C -2.848 1.204 3.859
C -3.236 0.795 -0.507
C -3.632 0.120 -1.655
C -4.257 0.816 -2.673
C -4.447 2.185 -2.529
F -5.065 2.856 -3.493
C -3.995 2.874 -1.411
C -3.379 2.171 -0.391
H -5.495 -3.153 4.562
H -3.401 -2.245 3.584
H -5.686 -0.380 0.456
H -7.767 -1.291 1.456
H -0.563 2.034 1.484
H 0.013 3.734 3.184
H -3.084 2.237 5.733
H -3.649 0.506 4.054
H -3.483 -0.947 -1.746
H -4.622 0.319 -3.557
H -4.156 3.938 -1.343
H -3.052 2.693 0.496
```

These are the Löwdin partial charges, in e, on atoms 1 to 5: atom 1 (Au): 0.232, atom 2 (I): 0.810, atom 3 (C): -1.018, atom 4 (I): 0.911, atom 5 (H): -0.017


Here is 2 unconnected molecules or ions with the total composition C25H14BF9 at a distorted geometry from OMol25. Energies are from the ωB97M-V functional and the def2-TZVPD basis.

## Properties
* maximum force: 0.0462 Eh/bohr
* SMILES: Fc1cc(F)c(B(c2c(F)cc(F)cc2F)c2c(F)cc(F)cc2F)c(F)c1.C1=CC=CCC=C1
* molar mass: 496.18 g mol⁻¹
* highest occupied orbital energy: -7.75 eV
* net charge: 0
* gap between HOMO and LUMO: 0.255 Ha
* E_LUMO: -0.82 eV

XYZ file:
```
49
C25H14BF9 | OMol25 | the ωB97M-V functional and the def2-TZVPD basis
F 4.532 -4.217 -0.112
C 3.582 -3.209 -0.283
C 3.460 -2.632 -1.565
C 2.357 -1.810 -1.784
F 2.226 -1.284 -3.070
C 1.315 -1.605 -0.857
B 0.057 -0.808 -1.277
C -0.068 0.152 -2.464
C 0.180 1.527 -2.613
F 0.689 2.271 -1.551
C 0.025 2.146 -3.848
C -0.420 1.350 -4.901
F -0.402 1.886 -6.163
C -0.735 -0.003 -4.810
C -0.595 -0.544 -3.563
F -0.833 -1.884 -3.391
C -1.270 -1.195 -0.622
C -2.280 -0.346 -0.128
F -2.054 1.026 0.005
C -3.514 -0.845 0.262
C -3.662 -2.230 0.296
F -4.888 -2.730 0.663
C -2.710 -3.143 -0.178
C -1.538 -2.577 -0.623
F -0.656 -3.480 -1.191
C 1.500 -2.255 0.398
F 0.471 -2.166 1.312
C 2.593 -3.054 0.717
H 4.146 -2.864 -2.399
H 0.251 3.205 -3.990
H -1.029 -0.672 -5.618
H -4.331 -0.170 0.505
H -2.861 -4.220 -0.266
H 2.654 -3.609 1.670
C 0.443 2.528 5.058
C -0.765 3.075 4.718
C -1.227 3.410 3.425
C -0.606 3.145 2.242
C 0.510 2.218 2.011
C 1.700 2.385 2.892
C 1.594 2.230 4.255
H 0.583 2.351 6.141
H -1.495 3.275 5.525
H -2.183 3.931 3.390
H -0.948 3.703 1.356
H 0.180 1.169 2.254
H 0.817 2.386 0.905
H 2.756 2.354 2.433
H 2.447 1.832 4.833
```

These are the Löwdin partial charges, in e, on atoms 1 to 5: atom 1 (F): 0.033, atom 2 (C): -0.185, atom 3 (C): 0.072, atom 4 (C): -0.157, atom 5 (F): 0.059


Here is a molecular structure, C25H14BeCl5O2P at a distorted geometry from OMol25. Energies are from the ωB97M-V functional and the def2-TZVPD basis.

## Properties
* maximum force: 0.0580 Eh/bohr
* molar mass: 563.64 g mol⁻¹
* highest occupied orbital energy: -9.05 eV
* net charge: 0
* gap between HOMO and LUMO: 0.336 Ha
* E_LUMO: 0.08 eV
* energy relative to the best compared isomer or geometry (same formula, charge and spin): 93.26 kJ/mol

XYZ file:
```
48
C25H14BeCl5O2P | OMol25 | the ωB97M-V functional and the def2-TZVPD basis
Be 10.416 11.834 8.618
O 12.333 8.769 8.769
C 11.598 9.586 9.239
O 11.402 10.759 8.647
C 10.878 9.379 10.585
C 11.617 8.619 11.487
C 11.166 8.525 12.811
C 9.966 9.086 13.179
C 9.183 9.843 12.247
C 9.706 10.021 10.968
P 8.842 11.046 9.775
C 7.812 12.139 10.810
C 6.368 12.110 10.796
C 5.684 12.985 11.637
C 6.344 13.828 12.541
C 7.765 13.864 12.498
C 8.488 12.991 11.630
C 7.732 9.866 8.915
C 7.733 8.496 9.167
C 6.903 7.654 8.465
C 5.930 8.172 7.616
C 5.880 9.553 7.382
C 6.816 10.400 8.015
H 12.514 8.171 11.072
H 11.741 7.948 13.529
H 9.619 9.085 14.192
H 8.319 10.381 12.637
H 5.789 11.411 10.189
H 4.554 12.997 11.666
H 5.817 14.451 13.268
H 8.408 14.375 13.219
H 9.561 13.027 11.620
H 8.484 8.042 9.981
H 6.931 6.616 8.751
H 5.212 7.540 7.140
H 5.149 9.902 6.720
H 6.773 11.484 7.711
Cl 12.131 13.538 10.476
C 11.240 14.318 9.085
C 10.394 13.506 8.291
C 9.673 14.248 7.349
Cl 8.300 13.283 6.616
C 9.792 15.593 7.118
Cl 8.880 16.435 5.983
C 10.560 16.362 8.031
Cl 10.480 18.083 7.984
C 11.308 15.713 8.997
Cl 12.189 16.650 10.139
```

These are the Löwdin partial charges, in e, on atoms 1 to 5: atom 1 (Be): 0.110, atom 2 (O): 0.122, atom 3 (C): -0.501, atom 4 (O): -0.078, atom 5 (C): -0.133


Here is a molecular structure, C25H14Cl5N5Pt at a distorted geometry from OMol25. Energies are from the ωB97M-V functional and the def2-TZVPD basis.

## Properties
* maximum force: 0.0290 Eh/bohr
* molar mass: 756.77 g mol⁻¹
* highest occupied orbital energy: -7.93 eV
* net charge: 0
* gap between HOMO and LUMO: 0.253 Ha
* E_LUMO: -1.06 eV
* energy relative to the best compared isomer or geometry (same formula, charge and spin): 48.96 kJ/mol

XYZ file:
```
50
C25H14Cl5N5Pt | OMol25 | the ωB97M-V functional and the def2-TZVPD basis
Pt 0.736 -0.047 -1.614
N -4.827 1.113 6.995
C -4.223 0.969 6.028
C -3.465 0.788 4.816
C -3.585 -0.395 4.092
C -2.848 -0.567 2.933
C -1.999 0.438 2.481
C -1.892 1.622 3.206
C -2.614 1.798 4.373
C -1.211 0.260 1.228
C -1.493 1.151 0.190
C -2.595 2.043 0.124
C -2.581 2.601 -1.135
C -1.468 2.047 -1.793
N -0.801 1.208 -1.006
C -0.317 -0.801 1.186
C 0.012 -1.667 2.270
C 0.928 -2.573 1.805
C 1.152 -2.244 0.449
N 0.430 -1.198 0.075
H -4.253 -1.171 4.439
H -2.938 -1.482 2.363
H -1.230 2.402 2.853
H -2.525 2.712 4.944
H -3.329 2.196 0.897
H -3.283 3.303 -1.553
H -1.143 2.229 -2.805
H -0.382 -1.590 3.270
H 1.401 -3.377 2.344
H 1.813 -2.741 -0.242
Cl 4.324 -1.048 -1.660
C 3.091 -2.024 -2.418
C 1.765 -1.606 -2.419
C 0.875 -2.507 -3.028
Cl -0.808 -2.065 -3.087
C 1.251 -3.724 -3.580
Cl 0.089 -4.769 -4.296
C 2.593 -4.096 -3.546
Cl 3.093 -5.599 -4.213
C 3.518 -3.240 -2.962
Cl 5.176 -3.699 -2.909
N 3.039 1.802 -1.639
C 3.498 3.058 -1.727
C 2.547 3.787 -2.403
C 1.531 2.867 -2.688
N 1.844 1.662 -2.223
H 3.473 0.979 -1.250
H 4.451 3.331 -1.309
H 2.579 4.831 -2.656
H 0.602 3.033 -3.200
```

These are the Löwdin partial charges, in e, on atoms 1 to 5: atom 1 (Pt): 1.088, atom 2 (N): 0.158, atom 3 (C): -0.180, atom 4 (C): -0.227, atom 5 (C): -0.011


Here is 3 unconnected molecules or ions with the total composition C25H15BF3N4O6S at a distorted geometry from OMol25. Energies are from the ωB97M-V functional and the def2-TZVPD basis.

## Properties
* maximum force: 0.0894 Eh/bohr
* molar mass: 567.29 g mol⁻¹
* highest occupied orbital energy: -4.71 eV
* net charge: -1
* gap between HOMO and LUMO: 0.219 Ha
* E_LUMO: 1.24 eV
* energy relative to the best compared isomer or geometry (same formula, charge and spin): 0.00 kJ/mol

XYZ file:
```
55
C25H15BF3N4O6S | OMol25 | the ωB97M-V functional and the def2-TZVPD basis
N -5.327 -0.205 0.441
C -4.295 0.077 0.911
C -3.044 0.397 1.497
C -2.620 0.099 2.779
C -1.416 0.685 3.229
N -1.353 0.991 4.615
O -2.286 0.567 5.346
O -0.413 1.693 5.062
C -0.435 1.249 2.353
C -0.963 1.750 1.135
N -3.354 3.877 0.770
O -3.603 4.544 -0.129
O -1.903 2.826 -0.867
N -2.895 2.027 -0.247
C -2.246 1.304 0.735
H -3.227 -0.511 3.447
H 0.415 1.797 2.741
C 3.724 1.130 0.800
C 2.822 0.686 1.886
C 2.864 1.066 3.230
C 1.894 0.421 4.024
C 0.986 -0.361 3.275
B -0.726 3.017 0.010
C 0.279 -1.534 3.809
C -0.343 -2.454 2.952
C -1.161 -3.460 3.455
C -1.306 -3.582 4.833
C -2.192 -4.655 5.403
F -1.669 -5.200 6.545
F -3.429 -4.152 5.732
F -2.403 -5.682 4.529
C -0.669 -2.715 5.710
C 0.158 -1.720 5.203
O -0.727 4.346 0.687
C 0.498 4.859 0.433
C 1.225 4.028 -0.466
C 2.427 4.448 -1.015
C 2.903 5.711 -0.656
C 2.215 6.506 0.269
C 1.010 6.080 0.835
O 0.539 2.909 -0.762
S 1.598 -0.497 1.623
H 4.521 1.750 1.220
H 4.162 0.256 0.300
H 3.173 1.719 0.055
H 3.615 1.767 3.592
H 1.820 0.539 5.099
H -0.219 -2.377 1.869
H -1.672 -4.148 2.788
H -0.814 -2.812 6.783
H 0.709 -1.082 5.896
H 2.945 3.801 -1.718
H 3.825 6.079 -1.111
H 2.619 7.480 0.552
H 0.455 6.667 1.563
```

These are the Löwdin partial charges, in e, on atoms 1 to 5: atom 1 (N): 0.138, atom 2 (C): -0.195, atom 3 (C): -0.164, atom 4 (C): 0.060, atom 5 (C): -0.185


Here is a molecular structure, C25H16BeF6IN2O4PS3 from OMol25. Energies are from the ωB97M-V functional and the def2-TZVPD basis.

## Properties
* maximum force: 0.0126 Eh/bohr
* molar mass: 785.49 g mol⁻¹
* highest occupied orbital energy: -8.54 eV
* net charge: 0
* gap between HOMO and LUMO: 0.301 Ha
* E_LUMO: -0.34 eV
* energy relative to the best compared isomer or geometry (same formula, charge and spin): 10.52 kJ/mol

XYZ file:
```
59
C25H16BeF6IN2O4PS3 | OMol25 | the ωB97M-V functional and the def2-TZVPD basis
Be 0.014 -1.910 0.670
I 3.019 -1.378 -1.002
C 3.770 0.374 -0.146
C 5.124 0.341 0.040
C 5.830 1.485 0.453
C 5.148 2.650 0.602
C 3.745 2.707 0.422
C 3.117 3.965 0.563
C 1.770 4.081 0.437
C 1.007 2.920 0.244
C 1.548 1.663 0.098
P 0.209 0.351 0.033
C -0.912 0.940 1.354
C -2.297 0.885 1.223
C -3.114 1.200 2.301
C -2.558 1.557 3.518
C -1.178 1.594 3.661
C -0.360 1.284 2.590
C -0.643 0.700 -1.548
C -1.500 1.781 -1.757
C -2.109 1.966 -2.987
C -1.870 1.078 -4.029
C -1.020 0.002 -3.833
C -0.416 -0.185 -2.597
C 2.982 1.536 0.106
H 5.665 -0.573 -0.161
H 6.900 1.434 0.605
H 5.664 3.566 0.862
H 3.736 4.829 0.773
H 1.277 5.039 0.529
H -0.067 3.035 0.261
H -2.748 0.583 0.286
H -4.189 1.152 2.185
H -3.198 1.785 4.361
H -0.735 1.845 4.616
H 0.716 1.301 2.716
H -1.718 2.476 -0.957
H -2.780 2.804 -3.129
H -2.353 1.223 -4.987
H -0.828 -0.700 -4.634
H 0.241 -1.034 -2.454
F -4.150 -4.533 -0.111
C -3.638 -3.646 0.732
F -4.611 -2.959 1.304
F -2.915 -4.258 1.647
S -2.584 -2.462 -0.241
O -1.617 -1.997 0.789
O -3.471 -1.502 -0.790
N -1.838 -3.285 -1.351
S -0.515 -4.050 -0.959
O -0.654 -5.313 -0.321
O 0.472 -3.114 -0.349
C 0.193 -4.348 -2.637
F -0.483 -5.321 -3.217
F 1.462 -4.700 -2.488
F 0.128 -3.249 -3.375
S 1.000 -1.994 2.482
C -0.368 -1.858 3.460
N -1.300 -1.764 4.138
```

These are the Löwdin partial charges, in e, on atoms 1 to 5: atom 1 (Be): -0.208, atom 2 (I): 1.097, atom 3 (C): -0.611, atom 4 (C): -0.173, atom 5 (C): -0.069